# 1
{"formula": "C53H118F6N6P", "method": "wB97M-V/def2-TZVPD", "charge": 5, "species": ["P", "F", "F", "F", "F", "F", "F", "C", "C", "C", "N", "C", "C", "C", "C", "C", "H", "H", "H", "H", "H", "H", "H", "H", "H", "H", "H", "H", "H", "H", "H", "H", "H", "H", "C", "C", "C", "N", "C", "C", "C", "C", "C", "C", "H", "H", "H", "H", "H", "H", "H", "H", "H", "H", "H", "H", "H", "H", "H", "H", "H", "H", "H", "H", "C", "C", "C", "N", "C", "C", "C", "C", "C", "C", "H", "H", "H", "H", "H", "H", "H", "H", "H", "H", "H", "H", "H", "H", "H", "H", "H", "H", "H", "H", "C", "C", "C", "N", "C", "C", "C", "C", "C", "C", "H", "H", "H", "H", "H", "H", "H", "H", "H", "H", "H", "H", "H", "H", "H", "H", "H", "H", "H", "H", "C", "C", "C", "N", "C", "C", "C", "C", "C", "C", "H", "H", "H", "H", "H", "H", "H", "H", "H", "H", "H", "H", "H", "H", "H", "H", "H", "H", "H", "H", "C", "C", "C", "N", "C", "C", "C", "C", "C", "C", "H", "H", "H", "H", "H", "H", "H", "H", "H", "H", "H", "H", "H", "H", "H", "H", "H", "H", "H", "H"], "coordinates": [[-21.022, -18.679, -2.578], [-21.624, -17.269, -2.176], [-19.773, -18.230, -3.643], [-19.969, -18.633, -1.372], [-20.586, -20.270, -2.691], [-22.109, -19.311, -1.487], [-22.054, -18.793, -3.799], [-26.916, -23.038, 1.129], [-25.378, -23.525, 0.994], [-24.143, -22.591, 0.971], [-23.909, -21.684, -0.271], [-23.695, -22.665, -1.487], [-25.050, -20.581, -0.383], [-24.234, -19.315, -0.495], [-23.042, -19.498, 0.435], [-22.580, -20.813, -0.187], [-27.189, -22.339, 0.339], [-27.164, -22.649, 2.116], [-27.603, -23.861, 0.932], [-25.325, -24.239, 0.173], [-25.310, -24.038, 1.954], [-23.252, -23.218, 0.936], [-24.087, -21.954, 1.854], [-24.612, -23.222, -1.679], [-22.942, -23.427, -1.283], [-23.354, -22.000, -2.281], [-25.712, -20.851, -1.205], [-25.688, -20.645, 0.499], [-23.809, -19.103, -1.476], [-24.674, -18.363, -0.198], [-22.357, -18.683, 0.200], [-23.322, -19.498, 1.489], [-22.200, -20.629, -1.191], [-21.931, -21.441, 0.424], [-23.634, -14.207, 2.965], [-23.937, -14.210, 1.453], [-23.819, -15.631, 0.828], [-23.585, -15.597, -0.767], [-24.816, -14.966, -1.410], [-24.892, -15.243, -2.954], [-24.918, -16.804, -3.180], [-23.643, -17.334, -2.604], [-23.480, -17.104, -1.134], [-22.394, -14.765, -1.218], [-23.609, -13.154, 3.244], [-22.638, -14.545, 3.252], [-24.370, -14.841, 3.460], [-23.370, -13.423, 0.955], [-24.964, -13.866, 1.331], [-24.659, -16.251, 1.140], [-22.886, -16.123, 1.105], [-25.694, -15.430, -0.959], [-24.857, -13.886, -1.274], [-25.829, -14.782, -3.265], [-24.112, -14.702, -3.490], [-25.895, -17.243, -2.979], [-24.725, -17.060, -4.221], [-23.717, -18.420, -2.665], [-22.774, -16.961, -3.145], [-24.434, -17.498, -0.785], [-22.569, -17.548, -0.732], [-22.590, -13.698, -1.324], [-22.103, -15.151, -2.195], [-21.517, -14.847, -0.576], [-25.047, -18.584, -4.886], [-24.074, -19.553, -5.459], [-23.756, -20.682, -4.477], [-22.572, -21.671, -4.795], [-22.949, -22.569, -5.964], [-21.976, -23.735, -6.134], [-21.683, -24.567, -4.866], [-21.379, -23.678, -3.690], [-22.414, -22.591, -3.524], [-21.239, -20.967, -5.147], [-26.008, -19.098, -4.864], [-25.106, -17.740, -5.574], [-24.786, -18.326, -3.859], [-23.135, -19.024, -5.619], [-24.447, -19.569, -6.483], [-24.497, -21.436, -4.212], [-23.423, -20.244, -3.535], [-23.963, -22.870, -5.699], [-23.111, -22.007, -6.884], [-22.546, -24.345, -6.834], [-21.091, -23.528, -6.735], [-22.519, -25.256, -4.748], [-20.811, -25.221, -4.895], [-21.465, -24.366, -2.849], [-20.427, -23.217, -3.427], [-23.389, -23.074, -3.463], [-22.407, -21.919, -2.666], [-20.465, -21.681, -5.428], [-20.806, -20.408, -4.317], [-21.349, -20.225, -5.938], [-21.005, -22.882, 0.228], [-19.577, -22.185, 0.212], [-19.212, -21.351, -1.070], [-17.809, -20.749, -1.007], [-16.796, -21.870, -0.506], [-15.366, -21.518, -0.906], [-15.163, -21.086, -2.410], [-16.066, -19.861, -2.804], [-17.535, -20.336, -2.509], [-17.715, -19.489, -0.102], [-21.824, -22.167, 0.311], [-21.140, -23.648, 0.992], [-21.115, -23.446, -0.698], [-18.874, -22.985, 0.443], [-19.535, -21.448, 1.013], [-19.795, -20.436, -1.173], [-19.396, -21.831, -2.032], [-17.073, -22.746, -1.094], [-16.962, -22.062, 0.554], [-14.949, -22.509, -0.724], [-14.925, -20.825, -0.190], [-15.545, -21.896, -3.032], [-14.127, -20.803, -2.597], [-15.988, -19.658, -3.872], [-15.781, -18.933, -2.309], [-17.620, -21.236, -3.118], [-18.242, -19.665, -2.998], [-18.326, -19.781, 0.752], [-18.160, -18.588, -0.526], [-16.662, -19.430, 0.171], [-16.714, -18.512, 2.088], [-17.989, -17.874, 1.676], [-17.761, -16.646, 0.615], [-18.905, -15.865, -0.090], [-19.595, -14.962, 0.922], [-18.658, -13.840, 1.478], [-17.839, -13.103, 0.397], [-17.294, -13.996, -0.765], [-18.396, -14.946, -1.290], [-20.017, -16.834, -0.702], [-16.311, -19.054, 1.232], [-16.935, -19.258, 2.852], [-16.016, -17.820, 2.559], [-18.347, -17.245, 2.491], [-18.808, -18.568, 1.484], [-17.081, -16.881, -0.204], [-17.256, -15.859, 1.175], [-19.832, -15.680, 1.708], [-20.440, -14.534, 0.384], [-18.023, -14.220, 2.277], [-19.237, -13.133, 2.073], [-17.067, -12.480, 0.849], [-18.639, -12.546, -0.090], [-16.397, -14.526, -0.444], [-16.805, -13.380, -1.520], [-18.110, -15.649, -2.072], [-19.312, -14.472, -1.644], [-20.504, -17.315, 0.146], [-19.342, -17.605, -1.075], [-20.699, -16.507, -1.487], [-24.439, -17.427, -8.180], [-23.844, -17.256, -6.758], [-22.694, -16.226, -6.765], [-21.696, -16.354, -5.611], [-20.540, -15.340, -5.865], [-19.483, -15.793, -6.871], [-18.869, -17.137, -6.454], [-20.039, -18.183, -6.377], [-21.060, -17.762, -5.238], [-22.314, -15.915, -4.295], [-23.755, -17.878, -8.898], [-24.805, -16.471, -8.554], [-25.291, -18.096, -8.296], [-23.439, -18.208, -6.414], [-24.454, -16.810, -5.973], [-23.079, -15.209, -6.680], [-22.227, -16.385, -7.736], [-20.916, -14.402, -6.273], [-20.104, -15.127, -4.890], [-19.961, -15.906, -7.844], [-18.749, -14.998, -7.002], [-18.072, -17.483, -7.111], [-18.416, -17.098, -5.463], [-20.664, -18.105, -7.267], [-19.833, -19.239, -6.203], [-21.867, -18.456, -5.001], [-20.462, -17.615, -4.338], [-22.585, -14.869, -4.444], [-21.681, -15.796, -3.416], [-23.138, -16.581, -4.040]], "mulliken_charge": [2.69, -0.43, -0.86, -0.49, 0.27, -0.02, 0.44, -1.23, -0.46, -0.67, 0.54, -0.87, -1.06, 0.55, -0.47, -0.35, 0.28, 0.36, 0.39, 0.32, 0.48, 0.21, 0.53, 0.84, 0.68, -0.81, 0.18, 0.67, -0.44, 0.48, -0.20, 0.68, 0.42, -0.05, -1.39, -0.63, -0.89, 1.10, -0.71, -0.68, 0.27, 0.37, -0.97, -0.30, 0.42, 0.29, 0.40, 0.42, 0.42, 0.65, 0.15, 0.55, 0.49, 0.60, 0.14, 0.40, -0.94, -0.40, -0.42, 0.39, -0.68, 0.98, -0.79, -1.38, -0.46, -0.55, -0.88, 1.04, -0.56, -0.91, -1.21, -1.43, -0.42, -0.78, 0.52, 0.42, -0.70, 0.39, 0.86, 1.12, -0.95, 0.53, 0.49, 0.59, 0.36, 0.43, 0.50, 0.35, 0.60, 0.71, -0.16, 0.75, -0.27, 0.42, -0.71, -1.34, 0.41, 1.14, -1.02, -0.73, -0.78, -0.92, -0.48, -1.44, -0.57, 0.72, 0.15, 0.66, 0.17, -0.78, 0.00, 0.52, 0.43, 0.49, 0.42, 0.29, 0.45, 0.50, 0.34, 0.63, -0.35, 0.25, 0.44, -0.02, -1.27, -0.88, -1.09, 1.06, -0.08, -1.21, -0.70, -0.80, -0.47, 0.36, 0.63, 0.47, 0.45, 0.52, 0.66, 0.47, 1.00, 0.71, 0.62, 0.50, 0.50, 0.44, 0.30, 0.33, 0.46, 0.35, 0.26, -0.14, -0.03, 0.34, -1.80, 0.51, -0.92, 0.83, -0.57, -0.78, -0.93, -1.31, 0.78, -1.33, 0.42, 0.41, 0.40, -0.71, 1.08, 0.30, 0.65, 0.39, 0.36, 0.35, 0.51, 0.55, 0.12, 0.56, 0.89, -0.78, -0.73, 0.68, 0.70, 0.52]}

***

# 2
{"formula": "C47H103N5O7", "method": "wB97M-V/def2-TZVPD", "smiles": "CC1(C)CCCC(C)(C)N1O.CC1(C)CCCC(C)(C)N1O.CC1(C)CCCC(C)(C)N1O.CC1(C)CCCC(C)(C)N1O.CC1(C)CCCC(C)(C)N1O.CO.CO", "species": ["C", "O", "H", "H", "H", "H", "C", "O", "H", "H", "H", "H", "C", "C", "C", "C", "C", "C", "N", "O", "C", "C", "C", "H", "H", "H", "H", "H", "H", "H", "H", "H", "H", "H", "H", "H", "H", "H", "H", "H", "H", "H", "C", "C", "C", "C", "C", "C", "N", "O", "C", "C", "C", "H", "H", "H", "H", "H", "H", "H", "H", "H", "H", "H", "H", "H", "H", "H", "H", "H", "H", "H", "C", "C", "C", "C", "C", "C", "N", "O", "C", "C", "C", "H", "H", "H", "H", "H", "H", "H", "H", "H", "H", "H", "H", "H", "H", "H", "H", "H", "H", "H", "C", "C", "C", "C", "C", "C", "N", "O", "C", "C", "C", "H", "H", "H", "H", "H", "H", "H", "H", "H", "H", "H", "H", "H", "H", "H", "H", "H", "H", "H", "C", "C", "C", "C", "C", "C", "N", "O", "C", "C", "C", "H", "H", "H", "H", "H", "H", "H", "H", "H", "H", "H", "H", "H", "H", "H", "H", "H", "H", "H"], "coordinates": [[-1.435, 3.911, -4.576], [-2.126, 4.431, -5.713], [-0.383, 3.785, -4.800], [-1.618, 4.559, -3.712], [-1.864, 2.946, -4.276], [-3.041, 4.145, -5.663], [4.923, 3.279, -4.353], [4.420, 4.612, -4.189], [5.352, 2.986, -3.403], [4.160, 2.591, -4.727], [5.714, 3.283, -5.115], [3.901, 4.818, -4.971], [-0.260, 2.185, -7.450], [0.423, 0.871, -7.099], [-0.284, 0.138, -5.958], [-1.671, -0.393, -6.316], [-1.554, -1.209, -7.609], [-0.702, -0.624, -8.763], [0.535, -0.094, -8.172], [1.353, 0.461, -9.213], [-0.312, -1.802, -9.647], [-1.543, 0.333, -9.595], [1.811, 1.219, -6.573], [-1.316, 2.076, -7.689], [0.119, 2.554, -8.409], [-0.171, 2.916, -6.659], [0.328, -0.737, -5.712], [-0.278, 0.793, -5.081], [-2.390, 0.423, -6.418], [-2.022, -1.113, -5.577], [-2.560, -1.273, -8.059], [-1.399, -2.272, -7.408], [-0.024, -1.523, -10.667], [0.531, -2.387, -9.266], [-1.157, -2.490, -9.722], [-2.217, 0.976, -9.034], [-0.916, 0.929, -10.261], [-2.227, -0.222, -10.250], [2.389, 0.368, -6.201], [1.795, 1.991, -5.803], [2.422, 1.597, -7.400], [1.719, -0.323, -9.635], [3.599, 3.023, -0.951], [2.060, 2.945, -1.043], [1.667, 2.449, -2.440], [1.796, 0.953, -2.518], [1.080, 0.221, -1.383], [1.385, 0.730, -0.002], [1.339, 2.208, -0.013], [1.605, 2.812, 1.243], [0.296, 0.225, 0.935], [2.708, 0.130, 0.490], [1.558, 4.385, -0.990], [3.946, 3.824, -1.605], [4.112, 2.111, -1.264], [3.988, 3.257, 0.046], [0.632, 2.779, -2.572], [2.302, 2.900, -3.201], [2.833, 0.630, -2.677], [1.371, 0.560, -3.454], [1.410, -0.823, -1.448], [0.015, 0.167, -1.607], [0.085, -0.841, 0.842], [0.611, 0.356, 1.981], [-0.607, 0.842, 0.933], [2.941, 0.506, 1.486], [2.644, -0.958, 0.484], [3.543, 0.392, -0.163], [0.470, 4.404, -1.020], [1.993, 4.948, -1.822], [1.899, 4.950, -0.118], [2.564, 2.739, 1.370], [3.101, -3.357, 4.197], [1.804, -3.548, 3.416], [2.199, -3.872, 1.970], [1.046, -4.334, 1.106], [0.312, -5.527, 1.725], [-0.001, -5.318, 3.207], [1.126, -4.739, 3.905], [0.792, -4.607, 5.298], [-1.344, -4.592, 3.433], [-0.180, -6.721, 3.803], [0.941, -2.276, 3.464], [3.880, -2.904, 3.579], [3.539, -4.329, 4.470], [3.033, -2.774, 5.112], [2.769, -3.070, 1.498], [2.914, -4.706, 2.044], [1.481, -4.592, 0.131], [0.400, -3.486, 0.837], [0.947, -6.399, 1.563], [-0.641, -5.651, 1.208], [-2.144, -5.154, 2.945], [-1.581, -4.545, 4.493], [-1.324, -3.592, 2.999], [0.795, -7.201, 3.897], [-0.608, -6.709, 4.806], [-0.847, -7.300, 3.162], [0.490, -2.183, 4.453], [0.197, -2.329, 2.670], [1.486, -1.355, 3.246], [1.646, -4.407, 5.698], [2.769, 3.542, 6.536], [2.302, 2.193, 5.966], [2.468, 1.085, 7.007], [1.402, 1.143, 8.087], [0.009, 1.036, 7.428], [-0.249, 2.070, 6.329], [0.943, 2.158, 5.455], [0.782, 3.161, 4.478], [-1.351, 1.468, 5.440], [-0.716, 3.419, 6.880], [3.223, 1.835, 4.787], [3.847, 3.498, 6.708], [2.213, 3.868, 7.409], [2.665, 4.314, 5.766], [2.474, 0.108, 6.522], [3.483, 1.143, 7.420], [1.571, 2.068, 8.643], [1.476, 0.285, 8.758], [-0.661, 1.240, 8.266], [-0.086, 0.033, 7.022], [-1.434, 1.981, 4.478], [-1.162, 0.423, 5.206], [-2.302, 1.629, 5.956], [0.157, 4.012, 7.180], [-1.166, 4.031, 6.100], [-1.299, 3.345, 7.797], [3.211, 2.673, 4.073], [2.864, 0.961, 4.246], [4.286, 1.772, 5.035], [0.451, 2.732, 3.681], [-5.681, -0.197, 2.295], [-4.231, -0.703, 2.219], [-4.200, -2.212, 2.477], [-4.611, -3.065, 1.288], [-3.710, -2.724, 0.108], [-3.724, -1.231, -0.274], [-3.666, -0.410, 0.918], [-3.748, 0.971, 0.614], [-2.513, -0.935, -1.170], [-5.003, -0.973, -1.070], [-3.370, 0.008, 3.264], [-6.284, -0.678, 1.522], [-5.711, 0.869, 2.064], [-6.142, -0.370, 3.267], [-3.204, -2.504, 2.829], [-4.867, -2.380, 3.328], [-5.642, -2.854, 1.000], [-4.485, -4.117, 1.544], [-4.098, -3.239, -0.774], [-2.679, -3.016, 0.335], [-1.638, -0.745, -0.558], [-2.351, -1.773, -1.851], [-2.758, -0.082, -1.810], [-5.911, -1.400, -0.645], [-5.200, 0.099, -1.180], [-4.912, -1.304, -2.113], [-2.340, -0.349, 3.217], [-3.754, -0.166, 4.273], [-3.400, 1.082, 3.083], [-2.832, 1.210, 0.430]], "mulliken_charge": [-0.43, -0.55, 0.10, 0.39, 0.22, 0.32, -0.34, -0.50, 0.21, 0.02, 0.34, 0.30, -1.53, 1.80, -0.74, -0.70, -1.49, 2.19, 0.03, -0.53, -2.24, -1.95, -1.84, 0.19, 0.38, 0.26, 0.41, -0.04, 0.35, 0.32, 0.46, 0.44, 0.47, 0.44, 0.51, 0.41, 0.34, 0.48, 0.47, 0.17, 0.56, 0.39, -1.55, 1.65, -0.86, -0.39, -1.21, 3.20, -0.10, -0.25, -0.74, -1.34, -2.21, 0.43, 0.34, 0.26, -0.03, 0.48, 0.23, -0.09, 0.58, -0.03, -0.20, -0.08, -0.12, 0.18, 0.08, 0.30, 0.45, 0.40, 0.41, 0.28, -2.23, 2.20, -1.60, 0.53, -1.42, 1.59, 0.19, -0.52, -1.08, -2.11, -0.41, 0.44, 0.49, 0.44, 0.31, 0.44, 0.58, -0.67, 0.38, 0.47, 0.49, 0.44, -0.28, 0.51, 0.38, 0.41, 0.48, -1.02, 0.07, 0.45, -1.85, 1.43, -0.90, -0.69, -1.06, 1.67, 1.11, -0.58, -2.02, -1.71, -1.71, 0.46, 0.35, 0.37, -0.06, 0.47, 0.33, 0.45, 0.40, 0.27, 0.45, 0.13, 0.45, 0.31, 0.36, 0.39, 0.33, 0.07, 0.51, 0.31, -1.86, 1.62, -1.01, -0.85, -1.08, 2.05, 1.28, -0.62, -2.38, -2.07, -2.10, 0.34, 0.39, 0.41, 0.05, 0.53, 0.41, 0.48, 0.49, 0.08, 0.00, 0.42, 0.59, 0.36, 0.43, 0.44, 0.03, 0.50, 0.54, 0.33]}

***

E_LUMO
In order: -10.23; 0.42
Unit: eV
HOMO energy
In order: -0.771; -0.295
Unit: Ha